Below is 3 unconnected molecules or ions with the total composition C12H24BrNO10S2 at a distorted geometry, with properties calculated with the ωB97M-V functional and the def2-TZVPD basis.

XYZ file:
```
50
Properties=species:S:1:pos:R:3:forces:R:3:nbo_charge:R:1
C 1.4309 -0.2227 0.9764 0.13 0.23 -0.12 -0.744
C 0.7321 -0.1220 -0.3562 -0.03 -0.17 -0.55 0.737
O 1.2565 -0.3616 -1.3995 -0.06 0.03 0.13 -0.483
N -0.6876 0.2738 -0.3137 0.18 0.16 1.18 -0.549
C -1.4785 -0.5896 0.5305 0.09 -0.39 -0.03 0.080
O -2.7360 -0.8108 -0.1335 0.01 0.27 -0.15 -0.515
C -3.8393 -0.4114 0.4988 0.00 0.01 -0.08 0.714
O -4.0180 -0.3613 1.6684 0.04 0.05 0.22 -0.558
Br -5.1254 0.1577 -0.7866 -0.08 -0.12 -0.08 0.041
C -0.8314 1.6723 -0.1988 -0.30 -0.19 -0.34 0.698
C -1.9558 2.2550 0.6215 -0.05 0.08 0.02 -0.741
O -0.0716 2.3852 -0.8033 0.35 0.21 0.04 -0.567
H 1.6078 -1.2668 1.2367 -0.06 0.02 0.02 0.264
H 0.8955 0.2795 1.7811 -0.04 -0.10 -0.01 0.218
H 2.4099 0.2424 0.8676 0.01 -0.06 0.03 0.266
H -1.6499 -0.2262 1.5439 -0.13 0.04 -0.09 0.199
H -0.9838 -1.5573 0.6013 -0.02 0.00 -0.06 0.205
H -2.3736 1.6174 1.3963 0.00 -0.01 -0.08 0.223
H -1.5567 3.1531 1.0897 -0.03 0.02 -0.06 0.256
H -2.7582 2.5652 -0.0520 0.01 -0.07 0.01 0.261
O -4.7026 2.5165 -4.4533 -0.04 -0.01 0.05 -0.947
S -4.4164 1.3564 -5.2447 0.10 0.03 -0.06 2.389
O -4.8816 0.0795 -4.7969 -0.05 -0.01 0.02 -0.939
O -2.8609 1.2995 -5.5308 -0.05 -0.06 -0.01 -0.726
C -1.9710 1.4129 -4.3845 0.20 0.11 0.22 -0.075
C -1.8966 0.1437 -3.5708 -0.15 -0.07 -0.05 -0.652
C -4.9410 1.6137 -6.9030 -0.02 0.02 -0.03 -0.887
H -2.2919 2.2629 -3.7812 -0.06 0.00 -0.03 0.200
H -1.0055 1.6612 -4.8189 -0.04 -0.03 -0.10 0.199
H -2.8454 -0.0704 -3.0794 0.02 0.01 0.02 0.225
H -1.1281 0.2556 -2.8075 0.04 -0.01 -0.04 0.238
H -1.6464 -0.7088 -4.2029 0.05 0.02 -0.01 0.215
H -4.5679 2.5754 -7.2434 0.00 0.00 0.00 0.251
H -6.0286 1.6041 -6.8899 0.00 0.00 0.01 0.252
H -4.5608 0.8013 -7.5161 -0.01 -0.01 0.01 0.253
O 5.4881 -0.1003 3.3619 -0.03 0.05 -0.02 -0.939
S 4.9260 -1.4160 3.3229 0.06 -0.04 0.06 2.390
O 3.5372 -1.5646 3.0027 -0.04 0.00 -0.04 -0.954
O 5.2397 -2.1515 4.6900 -0.06 -0.05 -0.02 -0.724
C 4.9049 -1.4530 5.9181 0.02 0.13 0.23 -0.077
C 3.4242 -1.4851 6.2239 -0.04 -0.03 -0.13 -0.641
C 5.8769 -2.4581 2.2767 0.03 -0.01 -0.03 -0.887
H 5.2867 -0.4337 5.8557 0.00 -0.01 -0.08 0.203
H 5.4745 -1.9788 6.6810 0.02 -0.06 -0.06 0.198
H 2.8540 -0.9060 5.4996 0.01 0.02 0.01 0.226
H 3.2537 -1.0639 7.2150 0.02 -0.01 0.01 0.221
H 3.0512 -2.5090 6.2068 0.01 0.00 0.04 0.219
H 6.9252 -2.3555 2.5414 0.00 0.00 0.00 0.255
H 5.7011 -2.1185 1.2580 0.00 0.01 0.01 0.257
H 5.5341 -3.4816 2.4012 -0.01 0.00 0.00 0.255
```
Forces are in eV/Å.

As for the SMILES: CC(=O)N(COC(=O)Br)C(C)=O.CCOS(C)(=O)=O.CCOS(C)(=O)=O. The total energy comes out at -126510.474 eV. Its total charge is 0. The calculation puts the HOMO-LUMO gap at 10.710 eV. As for the HOMO energy: -10.23 eV.